# 1
89
Properties=species:S:1:pos:R:3:forces:R:3:mulliken_charge:R:1 method="wB97M-V/def2-TZVPD" largest_force_ev_per_a=0.486 orbital_gap_ev=7.4 e_above_lowest_kj_mol=15.93 spin_multiplicity=1
In -0.747 0.170 0.347 0.0 0.3 0.1 2.084
O 0.018 -0.308 2.455 0.1 -0.2 -0.1 -0.640
S 1.494 -0.436 2.277 -0.2 0.1 -0.4 1.405
O 2.073 -1.660 2.730 0.0 0.2 0.2 -0.716
O 1.814 -0.020 0.897 0.0 -0.2 -0.1 -0.603
C 2.051 0.950 3.207 -0.2 0.3 -0.1 -0.059
C 2.741 0.808 4.390 0.1 0.0 0.0 -0.462
C 3.046 1.945 5.129 0.0 0.0 0.1 -0.696
C 2.638 3.189 4.683 0.0 0.0 0.0 -0.823
C 1.928 3.319 3.490 0.0 0.0 0.0 -0.333
C 1.629 2.199 2.724 0.1 -0.2 -0.1 -0.238
P 0.747 2.365 1.098 0.0 0.1 0.1 1.237
C 2.050 2.769 -0.102 0.1 -0.1 0.0 0.268
C 1.897 2.355 -1.422 0.0 0.0 0.1 0.036
C 2.872 2.637 -2.365 0.0 0.0 0.0 -0.766
C 4.017 3.326 -1.991 0.0 0.0 0.0 -0.675
C 4.186 3.726 -0.673 0.0 0.0 0.0 -0.708
C 3.209 3.443 0.272 0.0 0.1 -0.1 -0.319
C -0.144 3.935 1.369 0.0 0.0 0.2 0.240
C 0.213 5.138 0.771 0.0 0.1 0.1 -0.183
C -0.542 6.282 0.998 0.0 -0.1 0.0 -0.757
C -1.658 6.227 1.821 0.0 0.0 0.0 -0.544
C -2.021 5.027 2.420 0.0 0.0 0.0 -0.757
C -1.270 3.885 2.191 0.1 0.0 0.0 -0.529
H 3.028 -0.182 4.720 0.0 0.0 0.0 0.569
H 3.590 1.853 6.060 0.0 0.0 0.0 0.400
H 2.865 4.074 5.264 0.0 0.0 0.0 0.422
H 1.617 4.303 3.166 0.0 0.0 0.0 0.551
H 1.023 1.793 -1.717 0.0 0.0 0.0 -0.116
H 2.745 2.297 -3.386 0.0 0.0 0.0 0.502
H 4.787 3.535 -2.722 0.0 0.0 0.0 0.402
H 5.085 4.250 -0.374 0.0 0.0 0.0 0.429
H 3.356 3.747 1.301 0.0 0.0 0.0 0.385
H 1.077 5.180 0.119 0.0 0.0 0.0 0.430
H -0.260 7.216 0.528 0.0 0.0 0.0 0.417
H -2.248 7.119 1.993 0.0 0.0 0.0 0.387
H -2.892 4.981 3.062 0.0 0.0 0.0 0.442
H -1.563 2.946 2.652 0.0 0.0 0.0 0.465
O -0.243 -4.094 1.657 0.0 0.0 -0.1 -0.749
C -0.331 -4.691 0.455 0.0 0.0 0.2 0.713
C -0.427 -6.086 0.468 0.0 -0.1 -0.1 -0.768
C -0.533 -6.794 -0.709 0.0 0.0 0.0 -0.314
C -0.544 -6.130 -1.937 0.0 0.0 0.0 -0.882
C -0.446 -4.754 -1.952 0.0 0.0 0.0 -0.552
C -0.334 -4.011 -0.772 0.0 0.1 -0.1 0.003
C -0.285 -2.530 -0.846 0.1 -0.1 0.3 1.161
O -0.301 -1.881 0.276 -0.2 -0.1 -0.2 -0.709
N -0.259 -1.982 -2.020 -0.1 0.3 0.0 -1.006
N -0.301 -0.575 -2.016 -0.1 -0.3 0.0 0.222
C -0.791 -0.211 -3.140 0.2 0.1 -0.1 0.036
S -1.341 -1.407 -4.310 0.1 0.1 0.1 0.045
C -2.121 -0.183 -5.392 0.0 0.0 0.0 -0.642
C -1.280 1.076 -5.390 0.0 0.0 0.0 -0.636
S -0.894 1.460 -3.665 -0.1 0.1 0.2 0.154
H -0.203 -3.127 1.521 0.0 0.0 0.0 0.317
H -0.417 -6.582 1.429 0.0 0.0 0.0 0.467
H -0.608 -7.875 -0.676 0.0 0.0 0.0 0.395
H -0.631 -6.683 -2.863 0.0 0.0 0.0 0.421
H -0.453 -4.212 -2.888 0.0 0.0 0.0 0.412
H -3.126 0.024 -5.024 0.0 0.0 0.0 0.295
H -2.186 -0.615 -6.390 0.0 0.0 0.0 0.405
H -1.827 1.930 -5.788 0.0 0.0 0.0 0.414
H -0.354 0.945 -5.948 0.0 0.0 0.0 0.293
N -1.806 4.971 -2.494 -0.1 -0.1 0.1 -0.704
N -2.201 3.865 -1.754 0.1 0.1 -0.2 0.884
N -3.445 3.446 -1.707 0.0 0.0 0.2 -1.205
C -3.328 2.423 -0.866 -0.1 0.0 0.1 -0.609
N -2.069 2.265 -0.445 0.1 0.0 -0.4 0.168
N -1.357 3.204 -1.043 -0.2 -0.2 0.1 0.319
H -2.498 5.083 -3.227 0.1 0.0 -0.1 0.327
H -0.893 4.756 -2.880 0.0 0.0 -0.1 0.245
H -4.150 1.799 -0.562 0.0 0.0 -0.1 0.527
O -2.618 -0.444 1.306 -0.2 -0.1 -0.1 -0.990
C -3.141 -0.885 0.219 0.3 0.2 0.1 0.805
O -2.767 -0.409 -0.880 0.1 -0.3 0.0 -0.603
C -4.074 -2.035 0.259 -0.1 0.1 0.2 0.194
C -4.117 -2.869 -0.847 -0.1 -0.1 -0.1 -0.508
C -4.896 -4.031 -0.842 0.1 0.1 -0.1 -1.223
C -5.617 -4.280 0.297 0.0 -0.1 -0.1 1.041
O -6.447 -5.333 0.544 -0.1 0.0 0.1 -0.510
C -6.916 -5.169 1.886 0.1 0.2 -0.1 -0.251
O -6.389 -3.938 2.385 -0.1 -0.1 0.0 -0.509
C -5.577 -3.443 1.398 0.0 0.1 0.2 0.990
C -4.805 -2.318 1.427 0.1 0.0 0.0 -0.992
H -3.515 -2.620 -1.712 0.0 0.0 0.0 0.453
H -4.916 -4.707 -1.685 0.0 0.0 0.0 0.445
H -6.556 -5.997 2.497 0.0 0.0 0.0 0.261
H -8.004 -5.122 1.882 -0.1 0.0 0.0 0.251
H -4.730 -1.686 2.301 0.0 0.0 0.0 0.553

# 2
77
Properties=species:S:1:pos:R:3:forces:R:3:mulliken_charge:R:1 method="wB97M-V/def2-TZVPD" largest_force_ev_per_a=1.349 orbital_gap_ev="5.7 / 5.5" s2=0.957 total_charge=-2 spin_multiplicity=2
Mn 0.987 -0.130 1.314 -1.1 -0.1 -0.3 -0.035
C -1.117 2.502 3.264 0.0 0.1 0.0 -1.404
Si -0.531 1.622 1.682 -0.1 -0.1 -0.1 0.933
C -0.015 3.064 0.524 0.1 0.1 0.1 0.345
C -0.444 4.394 0.619 0.0 0.0 0.0 -0.291
C -0.022 5.355 -0.286 0.0 0.0 0.0 -0.683
C 0.848 5.006 -1.317 0.0 0.0 0.0 -0.879
C 1.297 3.702 -1.421 0.0 0.0 0.0 -0.157
C 0.883 2.743 -0.497 0.0 -0.1 0.0 -1.103
P 1.389 0.965 -0.605 -0.2 0.3 -0.2 1.974
C 3.191 1.072 -0.918 -0.1 0.0 0.1 0.405
C 3.894 0.018 -1.501 0.0 0.0 0.0 -0.292
C 5.270 0.084 -1.648 0.0 0.0 0.0 -0.951
C 5.967 1.196 -1.200 0.0 0.0 0.0 -0.471
C 5.288 2.213 -0.549 0.0 0.0 0.0 -0.759
C 3.911 2.143 -0.394 0.0 0.0 -0.1 -0.353
C 0.614 0.647 -2.264 0.1 0.1 0.0 0.747
C -0.749 0.942 -2.360 0.0 0.0 0.0 -0.465
C -1.436 0.789 -3.552 0.0 0.0 0.0 -0.421
C -0.773 0.328 -4.684 0.0 0.0 0.0 -0.702
C 0.578 0.033 -4.604 0.0 0.0 0.0 -0.590
C 1.267 0.198 -3.406 0.0 -0.1 0.0 -0.638
C -2.228 1.074 0.917 0.0 0.0 0.0 -0.230
C -3.318 1.916 0.671 0.0 0.0 0.0 -0.306
C -4.503 1.433 0.138 0.0 0.0 0.0 -0.894
C -4.634 0.075 -0.145 0.0 0.0 0.0 -0.757
C -3.574 -0.781 0.106 0.0 0.0 0.0 -0.131
C -2.373 -0.284 0.612 0.0 -0.1 0.1 -0.027
P -0.887 -1.320 0.984 -0.2 0.3 -0.6 1.755
C -1.497 -2.242 2.451 0.1 0.0 0.0 0.587
C -2.343 -3.345 2.367 0.0 0.0 0.0 -0.301
C -2.837 -3.940 3.519 0.0 0.0 0.0 -0.772
C -2.493 -3.433 4.766 0.0 0.0 0.0 -0.474
C -1.641 -2.343 4.857 0.0 0.0 0.0 -0.955
C -1.139 -1.754 3.705 0.1 -0.1 0.0 -0.306
C -0.929 -2.604 -0.334 0.2 0.0 0.1 0.231
C -0.271 -3.815 -0.107 0.0 0.0 0.0 -0.493
C -0.057 -4.709 -1.146 0.0 0.0 0.0 -0.783
C -0.477 -4.402 -2.432 0.0 0.0 0.0 -0.620
C -1.121 -3.197 -2.674 0.0 0.0 0.0 -0.684
C -1.343 -2.307 -1.631 -0.1 0.0 0.0 -0.597
H -2.018 3.096 3.071 0.0 0.0 0.0 0.352
H -0.339 3.166 3.651 0.0 0.0 0.0 0.345
H -1.356 1.775 4.043 0.0 0.0 0.0 0.301
H -1.121 4.680 1.418 0.0 0.0 0.0 0.329
H -0.368 6.379 -0.195 0.0 0.0 0.0 0.378
H 1.170 5.753 -2.034 0.0 0.0 0.0 0.357
H 1.984 3.424 -2.214 0.0 0.0 0.0 0.478
H 3.374 -0.890 -1.773 0.0 0.0 0.0 0.514
H 5.802 -0.759 -2.070 0.0 0.0 0.0 0.360
H 7.044 1.240 -1.309 0.0 0.0 0.0 0.341
H 5.830 3.057 -0.142 0.0 0.0 0.0 0.372
H 3.395 2.913 0.166 0.0 0.0 -0.1 0.419
H -1.282 1.293 -1.484 0.0 0.0 0.0 0.102
H -2.492 1.029 -3.593 0.0 0.0 0.0 0.420
H -1.307 0.200 -5.619 0.0 0.0 0.0 0.332
H 1.109 -0.324 -5.478 0.0 0.0 0.0 0.401
H 2.324 -0.025 -3.377 0.0 0.0 0.0 0.358
H -3.230 2.978 0.887 0.0 0.0 0.0 0.313
H -5.334 2.106 -0.046 0.0 0.0 0.0 0.391
H -5.559 -0.309 -0.560 0.0 0.0 0.0 0.378
H -3.676 -1.840 -0.107 0.0 0.0 0.0 0.367
H -2.605 -3.750 1.397 0.0 0.0 0.0 0.278
H -3.488 -4.803 3.443 0.0 0.0 0.0 0.386
H -2.871 -3.905 5.666 0.0 0.0 0.0 0.353
H -1.355 -1.955 5.826 0.1 0.0 0.0 0.419
H -0.432 -0.932 3.766 0.0 0.0 0.0 0.251
H 0.098 -4.047 0.884 0.0 0.0 0.0 0.517
H 0.476 -5.633 -0.951 0.0 0.0 0.0 0.395
H -0.282 -5.090 -3.247 0.0 0.0 0.0 0.355
H -1.429 -2.929 -3.677 0.0 0.0 0.0 0.428
H -1.834 -1.367 -1.837 0.0 0.0 0.0 0.286
S 5.835 -1.360 2.083 -0.1 0.2 0.1 -0.740
Sb 3.625 -1.532 2.675 0.2 -0.4 -0.2 0.703
S 2.219 -1.890 0.741 0.5 -0.7 0.1 -0.324
S 2.267 0.472 2.916 0.9 0.3 1.0 -0.606
S 3.194 -3.128 4.259 -0.1 0.2 0.0 -0.763

# 3
84
Properties=species:S:1:pos:R:3:forces:R:3:mulliken_charge:R:1 method="wB97M-V/def2-TZVPD" largest_force_ev_per_a=1.279 orbital_gap_ev="5.2 / 6.6" s2=6.073 total_charge=+1 e_above_lowest_kj_mol=209.74 spin_multiplicity=5
Mn 0.644 -0.688 0.510 0.0 0.1 -0.1 1.051
O -5.417 -2.838 1.057 0.1 -1.2 0.5 -0.634
C -5.453 -1.656 0.719 0.2 0.2 -0.3 0.055
O -6.329 -0.911 0.321 -0.8 0.7 -0.3 -0.670
C -4.050 -1.100 0.708 0.5 0.2 0.2 0.443
C -3.496 -0.584 -0.464 0.2 0.1 -0.1 -0.938
C -2.146 -0.327 -0.538 -0.2 0.0 0.0 -0.828
N -1.344 -0.495 0.526 0.1 -0.2 0.0 1.625
C -1.893 -0.889 1.696 -0.2 0.0 0.3 0.978
C -3.221 -1.198 1.829 0.3 0.1 0.0 -0.916
C -0.873 -1.043 2.781 0.1 -0.2 0.5 -0.293
O -1.079 -1.271 3.940 -0.1 0.1 -0.6 -0.597
O 0.381 -0.917 2.294 -0.2 0.0 -0.1 -0.371
H -4.134 -0.424 -1.321 -0.1 0.0 -0.1 0.640
H -1.678 0.020 -1.447 0.0 0.0 -0.1 0.515
H -3.596 -1.568 2.771 0.0 0.0 0.1 0.602
O 0.751 -0.697 -1.464 -0.1 -0.2 0.0 0.041
S 0.704 -0.690 -2.984 0.0 0.2 0.0 -0.010
C 1.367 -2.291 -3.552 0.1 0.1 0.0 -0.981
C 2.238 -2.994 -2.518 0.0 0.0 0.0 -0.547
C 1.381 -3.921 -1.663 -0.2 0.1 0.1 -0.173
C 2.135 -4.590 -0.521 0.0 0.1 0.0 -1.083
S 2.196 -3.559 0.978 -0.2 -0.2 0.2 0.024
O 2.004 -2.140 0.429 0.1 0.2 -0.1 -0.529
C 0.679 -4.018 1.761 0.0 0.0 -0.1 1.099
C 0.786 -4.604 3.011 -0.1 0.0 0.0 -0.373
C -0.375 -4.981 3.676 0.0 0.0 0.0 -0.743
C -1.611 -4.760 3.095 0.0 0.0 0.0 -0.631
C -1.710 -4.164 1.840 0.0 -0.1 0.0 -1.245
C -0.562 -3.794 1.167 0.0 0.0 -0.1 -0.134
C 2.038 0.388 -3.445 0.0 0.0 0.0 0.702
C 2.072 0.836 -4.759 0.0 0.0 0.1 -0.560
C 3.103 1.672 -5.150 0.0 0.0 0.0 -0.621
C 4.068 2.061 -4.230 0.0 0.0 0.0 -0.548
C 4.008 1.619 -2.917 0.0 0.0 0.0 -0.882
C 2.987 0.773 -2.510 0.0 0.0 0.0 0.026
H 1.905 -2.033 -4.464 0.0 0.0 0.0 0.622
H 0.497 -2.888 -3.825 0.0 0.0 0.0 0.547
H 2.745 -2.256 -1.896 0.0 0.0 0.0 0.097
H 3.013 -3.567 -3.031 0.0 0.0 -0.1 0.609
H 0.945 -4.700 -2.293 0.1 0.0 0.0 0.692
H 0.539 -3.349 -1.263 0.1 -0.1 -0.2 -0.440
H 3.173 -4.801 -0.776 0.0 0.0 -0.1 0.501
H 1.662 -5.518 -0.205 0.0 0.0 0.0 0.524
H 1.753 -4.750 3.467 0.1 0.0 0.0 0.467
H -0.308 -5.432 4.655 0.0 0.0 0.1 0.435
H -2.509 -5.039 3.622 -0.1 0.0 0.0 0.485
H -2.677 -3.986 1.395 -0.2 0.0 0.0 0.703
H -0.649 -3.326 0.190 0.0 -0.1 0.2 0.067
H 1.304 0.550 -5.462 -0.1 0.0 -0.1 0.487
H 3.145 2.034 -6.165 0.0 0.0 -0.1 0.422
H 4.865 2.721 -4.538 0.1 0.0 0.0 0.419
H 4.755 1.935 -2.206 0.1 0.0 0.1 0.463
H 2.919 0.435 -1.485 0.0 0.0 0.0 0.116
C 3.392 -0.150 2.297 0.2 -0.1 0.0 -1.301
O 2.412 0.513 1.497 0.0 0.2 -0.2 0.138
C 1.853 1.647 2.048 -0.2 0.1 -0.1 0.728
C 2.163 2.186 3.280 -0.1 0.0 -0.1 -0.590
C 1.520 3.363 3.663 0.0 0.0 -0.1 -0.540
Br 1.959 4.125 5.329 0.0 0.0 0.0 -0.173
C 0.566 3.966 2.868 0.1 -0.1 0.1 -0.892
C 0.215 3.386 1.648 0.2 -0.1 0.0 0.283
C 0.886 2.245 1.242 0.2 0.1 0.1 0.651
O 0.681 1.599 0.031 0.1 0.1 0.2 -0.309
C -0.836 3.996 0.826 0.1 0.0 0.1 0.114
N -1.023 5.273 0.701 0.1 -0.1 0.0 -0.757
C -2.140 5.394 -0.113 -0.1 0.0 -0.1 0.313
C -2.791 6.542 -0.560 0.0 -0.1 0.0 -0.802
C -3.916 6.373 -1.336 0.0 -0.1 0.0 -0.498
C -4.396 5.095 -1.665 0.0 0.0 0.0 -0.557
C -3.756 3.948 -1.242 0.0 0.1 0.0 -0.888
C -2.617 4.129 -0.469 -0.1 0.0 -0.1 0.768
N -1.729 3.224 0.104 -0.1 0.1 0.0 0.274
H 4.173 0.561 2.578 0.0 -0.1 0.0 0.495
H 3.812 -0.931 1.669 0.0 0.0 0.1 0.092
H 2.920 -0.579 3.182 0.0 0.0 0.0 0.506
H 2.882 1.729 3.938 0.1 0.0 0.1 0.604
H 0.065 4.870 3.176 0.0 0.1 0.0 0.611
H 0.319 2.210 -0.626 -0.2 0.0 0.0 0.368
H -2.425 7.519 -0.293 0.1 0.1 0.0 0.471
H -4.452 7.239 -1.692 -0.1 0.1 0.0 0.395
H -5.292 5.009 -2.262 -0.1 0.0 0.0 0.419
H -4.137 2.968 -1.490 0.0 -0.1 0.0 0.498
H -1.959 2.266 0.326 0.0 0.1 0.0 -0.134